# C17H11Cl3F10GeN3W

C17H11Cl3F10GeN3W as an isolated structure (the ωB97M-V functional and the def2-TZVPD basis, the Open Molecules 2025 dataset).

## Properties
* LUMO energy (alpha / beta): -8.0449 / -9.8575 eV
* total energy: -5341.139269 Eh
* charge: +2
* Kohn-Sham gap (alpha / beta): 7.00 / 5.25 eV
* spin multiplicity: 4
* energy relative to the best compared isomer or geometry (same formula, charge and spin): 125.9 kcal/mol

```
46
Properties=species:S:1:pos:R:3:forces:R:3:lowdin_spin:R:1
W -0.7472 0.4356 0.5642 0.0 0.2 0.0 1.7090
C -1.8851 -2.3979 0.6311 0.0 0.0 0.0 0.0122
N -0.7444 -1.6798 -0.0190 -0.1 -0.1 0.1 0.0073
C 0.5483 -2.3218 0.4052 0.0 0.0 0.0 0.0051
C 1.0941 -1.5968 1.6077 0.0 0.0 0.1 0.0091
N 0.9069 -0.1580 1.3376 0.0 0.3 0.0 0.0020
C 1.8074 0.7274 1.9909 0.0 0.0 0.0 0.0183
C 1.7121 0.9716 3.3571 0.1 0.0 0.0 0.0052
F 0.7349 0.3934 4.0499 0.0 0.0 0.0 0.0014
C 2.6217 1.7916 4.0067 0.0 -0.1 -0.1 -0.0004
F 2.5183 2.0044 5.3027 0.0 0.0 0.1 -0.0005
C 3.6467 2.3866 3.2820 -0.1 0.0 0.0 0.0036
F 4.5064 3.1770 3.8860 0.0 0.0 0.0 0.0013
C 3.7550 2.1644 1.9161 -0.1 0.1 0.0 0.0000
F 4.7099 2.7516 1.2170 0.0 0.0 0.0 -0.0002
C 2.8385 1.3399 1.2930 0.0 0.0 0.0 0.0069
F 2.9432 1.1298 -0.0342 0.0 0.0 0.0 0.0057
C -0.8780 -1.7740 -1.5068 0.0 0.0 0.0 0.0061
C -1.7621 -0.6656 -2.0121 0.0 0.0 0.0 0.0129
N -1.1981 0.5837 -1.4460 -0.1 0.0 0.1 0.0268
C -1.7002 1.8021 -1.9222 -0.2 0.3 0.1 0.0453
C -0.6276 2.8480 -2.2139 0.0 -0.1 -0.1 0.3518
F -2.5745 2.3895 -0.9499 0.1 -0.1 -0.1 0.0315
C 0.7510 3.7283 2.0651 0.0 0.3 0.0 0.0148
F 0.5262 4.9585 2.1379 0.0 -0.4 0.0 0.0042
C -1.1119 3.5980 -3.2715 0.0 0.1 -0.2 0.0998
F -0.5368 4.6459 -3.7774 0.0 -0.1 0.1 0.0213
C -2.2679 3.0186 -3.8768 0.0 0.2 -0.2 0.0837
F -2.8785 3.4640 -4.9248 0.1 0.0 0.1 0.0215
C -2.5791 1.8839 -3.1696 0.0 -0.2 0.1 0.2383
F -3.5658 1.0994 -3.4300 0.1 0.1 0.1 0.0829
H -1.8985 -3.4328 0.2879 0.0 0.0 0.0 0.0010
H -2.8266 -1.9163 0.3759 0.0 0.0 0.0 0.0009
H -1.7637 -2.3721 1.7112 0.0 0.0 0.0 0.0004
H 1.2537 -2.2212 -0.4167 0.0 0.0 0.0 0.0003
H 0.3843 -3.3824 0.5956 0.0 0.0 0.0 -0.0002
H 2.1530 -1.8213 1.7378 0.0 0.0 0.0 0.0003
H 0.5778 -1.8673 2.5322 0.0 0.0 0.0 -0.0006
H -1.2444 -2.7632 -1.7836 0.0 0.0 0.0 -0.0002
H 0.1131 -1.6368 -1.9366 0.0 0.0 0.0 0.0003
H -2.8082 -0.8052 -1.7251 0.0 0.0 0.0 0.0007
H -1.7103 -0.6641 -3.1022 0.0 0.0 0.0 0.0011
Cl -0.7317 3.0653 1.0794 0.1 -0.1 0.0 0.0319
Ge 1.4291 2.4313 -1.9930 0.0 0.1 0.0 0.0279
Cl 1.9345 4.2276 -0.9212 0.1 0.0 0.0 0.0195
Cl -2.3383 0.4719 2.1561 -0.1 -0.1 0.0 0.0897
```
Forces are in eV/Å.